Record 1
Here is a molecular structure, C36H35ClMoN10O2P at a distorted geometry from the OMol25 dataset. Energies are from ωB97M-V/def2-TZVPD.

```
! wB97M-V def2-TZVPD RIJCOSX def2/J DEFGRID3
* xyz 3 1
Mo 0.005 -0.204 0.613
Cl -2.351 -7.199 0.369
C -1.555 -5.680 0.313
C -0.671 -5.400 -0.741
C -0.021 -4.188 -0.822
C -0.262 -3.207 0.143
O 0.384 -2.047 0.054
C -1.118 -3.497 1.217
C -1.149 -2.600 2.317
N -0.706 -1.383 2.291
C -0.587 -0.676 3.524
C -1.321 -0.880 4.662
C -0.999 -0.179 5.845
C 0.059 0.685 5.882
C 0.822 0.922 4.712
C 1.957 1.762 4.670
C 2.645 1.907 3.495
C 2.174 1.269 2.343
N 1.108 0.482 2.337
C 0.459 0.264 3.526
C -1.752 -4.752 1.304
H -0.495 -6.161 -1.490
H 0.675 -3.982 -1.624
H -1.503 -2.996 3.267
H -2.148 -1.579 4.682
H -1.589 -0.354 6.733
H 0.327 1.193 6.799
H 2.277 2.274 5.569
H 3.529 2.525 3.430
H 2.671 1.418 1.395
H -2.386 -4.985 2.150
C 1.963 4.771 -1.769
N 1.279 3.830 -0.878
C 0.565 4.179 0.231
C 0.092 3.021 0.757
N 0.489 1.959 -0.024
C 1.229 2.490 -1.005
P 2.184 1.658 -2.300
C 2.701 0.282 -1.218
N 2.045 -0.354 -0.242
C 2.931 -1.237 0.327
C 4.126 -1.132 -0.308
N 3.969 -0.183 -1.276
C 5.027 0.238 -2.201
C 0.803 1.148 -3.338
N -0.464 1.145 -2.958
C -1.193 1.029 -4.101
C -0.357 0.976 -5.186
N 0.910 1.060 -4.698
C 2.122 1.091 -5.510
H 1.756 5.777 -1.418
H 3.036 4.597 -1.750
H 1.585 4.667 -2.783
H 0.462 5.201 0.551
H -0.464 2.887 1.663
H 2.651 -1.897 1.129
H 5.056 -1.653 -0.161
H 5.924 -0.323 -1.958
H 4.741 0.017 -3.227
H 5.225 1.301 -2.091
H -2.270 1.002 -4.095
H -0.556 0.894 -6.241
H 1.960 0.498 -6.406
H 2.367 2.113 -5.794
H 2.950 0.657 -4.956
C -3.018 2.800 1.823
C -2.751 1.396 1.386
O -1.577 0.937 1.357
N -3.777 0.652 1.034
C -3.670 -0.776 0.766
C -3.115 -1.132 -0.586
C -3.968 -1.709 -1.511
C -3.471 -2.166 -2.723
C -2.119 -2.032 -2.961
C -1.331 -1.434 -1.995
N -1.797 -0.975 -0.826
H -2.387 3.048 2.675
H -4.059 2.940 2.108
H -2.782 3.482 1.005
H -4.695 1.070 1.064
H -4.671 -1.189 0.862
H -3.058 -1.217 1.549
H -5.017 -1.819 -1.271
H -4.127 -2.627 -3.449
H -1.665 -2.384 -3.876
H -0.269 -1.327 -2.160
*
```

The molar mass is 802.1 g/mol. As for the HOMO energy (spin up / spin down): -15.72 / -15.71 eV.



Record 2
Here is a molecular structure, C36H35GeIN4O5Se2Ti from the OMol25 dataset. Energies are from ωB97M-V/def2-TZVPD.

```
! wB97M-V def2-TZVPD RIJCOSX def2/J DEFGRID3
* xyz -2 1
Ti -2.745 0.377 1.276
N -0.803 -0.377 1.909
C -0.175 0.434 2.955
C -1.276 1.029 3.799
O -1.084 1.526 4.902
N -2.479 0.930 3.180
C -3.641 1.351 3.920
C -4.852 0.748 3.227
O -5.977 0.836 3.687
O -4.550 0.161 2.102
H -0.944 -1.329 2.298
H -0.183 -0.443 1.106
H 0.396 1.242 2.493
H 0.494 -0.160 3.580
H -3.752 2.442 3.940
H -3.595 1.023 4.961
Se -2.866 -2.163 0.423
Se 1.297 -3.696 2.817
C -0.434 -3.850 3.545
C -0.804 -4.993 4.291
C -2.064 -5.089 4.832
C -2.980 -4.055 4.634
C -2.557 -2.977 3.884
N -1.334 -2.869 3.358
C -4.061 -1.338 -0.758
C -4.765 -1.957 -1.801
C -5.656 -1.212 -2.540
C -5.845 0.135 -2.236
C -5.104 0.676 -1.203
N -4.229 -0.034 -0.498
H -0.072 -5.777 4.423
H -2.342 -5.967 5.407
H -3.984 -4.087 5.035
H -3.230 -2.149 3.677
H -4.596 -3.007 -1.996
H -6.212 -1.673 -3.348
H -6.549 0.749 -2.780
H -5.220 1.714 -0.918
I -1.646 3.775 1.280
C -3.312 2.446 0.930
H -3.553 2.638 -0.112
H -4.104 2.834 1.570
O 0.530 0.973 -0.168
C -0.507 1.101 -0.833
O -1.688 0.842 -0.438
C -0.383 1.597 -2.265
C 0.973 2.245 -2.518
Ge 2.468 1.100 -1.938
C 3.848 1.340 -3.363
C 4.658 0.294 -3.806
C 5.648 0.495 -4.761
C 5.850 1.759 -5.299
C 5.056 2.816 -4.873
C 4.072 2.602 -3.917
C 3.438 1.703 -0.343
C 2.853 2.501 0.641
C 3.583 2.921 1.745
C 4.910 2.542 1.891
C 5.507 1.750 0.921
C 4.776 1.344 -0.188
C 2.038 -0.801 -2.017
C 1.743 -1.374 -3.254
C 1.340 -2.701 -3.347
C 1.228 -3.471 -2.197
C 1.524 -2.919 -0.958
C 1.926 -1.593 -0.874
H -1.215 2.278 -2.459
H -0.530 0.725 -2.911
H 1.041 3.187 -1.966
H 1.102 2.474 -3.578
H 4.509 -0.702 -3.402
H 6.261 -0.337 -5.087
H 6.620 1.920 -6.044
H 5.207 3.808 -5.284
H 3.467 3.444 -3.593
H 1.809 2.773 0.559
H 3.104 3.528 2.503
H 5.473 2.855 2.762
H 6.542 1.445 1.028
H 5.262 0.735 -0.944
H 1.826 -0.780 -4.160
H 1.101 -3.127 -4.315
H 0.892 -4.499 -2.262
H 1.409 -3.492 -0.044
H 2.122 -1.170 0.105
*
```

The molar mass is 1009.0 g/mol. As for the HOMO energy: -1.68 eV. For the energy relative to the best compared isomer or geometry (same formula, charge and spin), the calculation gives 0.000 eV.



Record 3
Here is 2 unconnected molecules or ions with the total composition C36H35N2O4 at a distorted geometry from the OMol25 dataset. Energies are from ωB97M-V/def2-TZVPD.

```
! wB97M-V def2-TZVPD RIJCOSX def2/J DEFGRID3
* xyz 1 1
C 0.036 4.611 1.793
C -1.113 4.103 1.080
C -2.356 4.589 0.782
C -3.058 3.547 0.099
C -2.203 2.460 0.050
C -2.279 1.112 -0.511
N -3.613 0.784 -0.973
C -4.702 0.489 -0.072
C -3.747 0.869 -2.333
O -4.747 0.596 -2.986
C -2.376 1.317 -2.852
C -2.081 0.653 -4.193
C -0.822 1.140 -4.854
C 0.166 0.234 -5.247
C 1.358 0.700 -5.797
C 1.525 2.068 -6.052
C 0.518 2.973 -5.691
C -0.660 2.507 -5.103
N -1.520 0.985 -1.747
O -1.007 2.818 0.608
H -0.158 5.652 2.052
H 0.220 4.059 2.725
H 0.947 4.572 1.182
H -2.749 5.573 1.024
H -4.068 3.587 -0.308
H -1.950 0.398 0.251
H -5.646 0.530 -0.623
H -4.585 -0.517 0.357
H -4.715 1.213 0.751
H -2.405 2.420 -2.992
H -2.059 -0.440 -4.075
H -2.945 0.914 -4.829
H 0.000 -0.833 -5.087
H 2.158 -0.010 -6.017
H 2.442 2.422 -6.531
H 0.648 4.044 -5.864
H -1.468 3.194 -4.837
H -0.601 1.417 -1.760
C 3.617 -3.147 -4.333
O 3.193 -1.774 -4.153
C 2.620 -1.430 -2.965
C 2.539 -0.048 -2.677
C 1.848 0.384 -1.573
C 1.270 -0.540 -0.651
C 0.514 -0.052 0.443
C 0.350 -0.681 1.716
C -0.629 -0.172 2.620
C -0.849 -0.740 3.851
C -0.021 -1.787 4.296
O -0.250 -2.184 5.601
C 0.720 -2.794 6.408
C 1.016 -2.142 7.614
C 1.983 -2.681 8.457
C 2.603 -3.893 8.133
C 2.267 -4.556 6.949
C 1.291 -4.031 6.093
C 0.980 -2.303 3.460
C 1.161 -1.748 2.196
C 1.436 -1.929 -0.919
C 2.105 -2.375 -2.045
H 4.174 -3.134 -5.271
H 4.265 -3.470 -3.505
H 2.747 -3.814 -4.414
H 2.997 0.650 -3.375
H 1.762 1.454 -1.375
H 0.152 0.973 0.381
H -1.230 0.683 2.317
H -1.628 -0.378 4.519
H 0.493 -1.216 7.848
H 2.242 -2.146 9.369
H 3.351 -4.319 8.805
H 2.760 -5.490 6.677
H 0.975 -4.564 5.193
H 1.612 -3.124 3.799
H 1.963 -2.127 1.565
H 0.981 -2.657 -0.249
H 2.229 -3.445 -2.229
*
```

The molar mass is 559.7 g/mol. As for the HOMO energy: -10.76 eV. For the energy relative to the best compared isomer or geometry (same formula, charge and spin), the calculation gives 0.000 eV.



Record 4
Here is a molecular structure, C36H36BaNO15 at a distorted geometry from the OMol25 dataset. Energies are from ωB97M-V/def2-TZVPD.

```
! wB97M-V def2-TZVPD RIJCOSX def2/J DEFGRID3
* xyz 1 1
Ba 1.815 -0.288 -1.715
N -0.381 0.681 0.033
O -1.024 1.296 0.810
O -0.176 1.154 -1.144
O 0.320 -0.365 0.319
C -2.097 4.208 -0.558
C -2.640 5.063 0.367
C -3.436 6.103 -0.109
C -3.802 6.155 -1.473
C -3.347 5.218 -2.378
C -2.461 4.239 -1.888
O -1.984 3.241 -2.734
O -3.881 7.031 0.781
H -1.496 3.356 -0.253
H -2.450 4.975 1.419
H -4.382 6.953 -1.764
H -3.694 5.151 -3.372
H -1.512 2.709 -2.148
H -3.274 7.169 1.551
C -0.915 -0.040 5.644
C -0.094 -1.052 6.144
C 0.410 -2.018 5.281
C -0.079 -2.124 3.993
C -0.939 -1.137 3.538
C -1.341 -0.045 4.286
O -2.031 0.971 3.813
O 1.278 -3.015 5.706
H -1.312 0.718 6.356
H 0.367 -0.997 7.098
H 0.204 -2.968 3.362
H -1.157 -1.233 2.461
H -2.270 0.812 2.886
H 1.667 -2.755 6.527
C 3.574 -3.487 -1.430
C 4.683 -3.704 -0.666
C 4.583 -3.749 0.716
C 3.335 -3.618 1.316
C 2.210 -3.465 0.523
C 2.297 -3.447 -0.918
O 1.183 -3.283 -1.714
O 5.653 -3.872 1.414
H 3.581 -3.384 -2.516
H 5.679 -3.754 -1.138
H 3.254 -3.690 2.404
H 1.237 -3.252 0.969
H 1.245 -3.885 -2.497
H 6.410 -4.073 0.863
C -3.053 -0.988 -1.196
C -3.614 -1.119 0.093
C -4.270 -0.043 0.683
C -4.383 1.179 0.005
C -4.009 1.221 -1.333
C -3.256 0.194 -1.953
O -2.826 0.251 -3.226
O -4.632 -0.078 2.064
H -2.620 -1.896 -1.645
H -3.523 -2.043 0.652
H -4.884 2.022 0.423
H -4.099 2.134 -1.955
H -3.091 1.130 -3.477
H -4.662 -0.998 2.359
C -0.027 -2.305 -4.749
C -0.129 -0.967 -4.718
C 1.030 -0.134 -4.669
C 2.244 -0.754 -4.862
C 2.317 -2.157 -4.982
C 1.218 -2.927 -4.856
O 1.295 -4.288 -4.671
O 0.906 1.186 -4.408
H -0.878 -2.972 -4.609
H -1.152 -0.563 -4.575
H 3.127 -0.110 -5.025
H 3.253 -2.632 -5.098
H 2.126 -4.698 -4.968
H 0.145 1.700 -4.754
C 1.996 0.364 2.929
C 2.695 -0.410 2.013
C 3.275 0.204 0.916
C 3.028 1.523 0.575
C 2.296 2.297 1.462
C 1.743 1.688 2.646
O 1.057 2.462 3.530
O 4.089 -0.438 -0.010
H 1.626 -0.028 3.902
H 3.004 -1.435 2.183
H 3.405 2.041 -0.290
H 1.992 3.287 1.172
H 0.314 2.012 4.055
H 4.119 -1.415 0.200
*
```

The molar mass is 860.0 g/mol. As for the HOMO energy: -9.72 eV.



Record 5
Here is a molecular structure, C36H36Cl2N3O2OsS4Te from the OMol25 dataset. Energies are from ωB97M-V/def2-TZVPD.

```
! wB97M-V def2-TZVPD RIJCOSX def2/J DEFGRID3
* xyz 0 6
Os -2.306 0.460 1.884
C 2.691 -1.908 3.461
C 2.657 -0.692 4.131
C 1.544 0.129 4.067
C 0.421 -0.259 3.322
C 0.453 -1.494 2.668
C 1.577 -2.299 2.730
N -0.730 0.538 3.278
N -0.780 1.495 4.221
C -2.035 2.041 4.316
C -2.315 2.950 5.338
C -3.592 3.482 5.447
C -4.585 3.123 4.547
C -4.299 2.226 3.517
C -3.036 1.670 3.387
H 3.561 -2.549 3.524
H 3.510 -0.376 4.720
H 1.515 1.065 4.604
H -0.425 -1.839 2.143
H 1.571 -3.257 2.222
H -1.532 3.215 6.036
H -3.813 4.182 6.243
H -5.579 3.543 4.636
H -5.073 1.966 2.805
O -4.833 -0.049 -4.209
C -4.561 0.179 -3.064
S -5.013 -0.870 -1.709
C -4.275 0.094 -0.445
C -3.631 1.232 -0.819
S -2.812 2.304 0.262
S -3.608 1.585 -2.537
S -4.354 -0.485 1.192
Cl -3.479 -1.416 4.647
C -3.756 -3.142 4.409
Cl -2.433 -3.917 3.518
H -4.666 -3.267 3.833
H -3.828 -3.618 5.379
C -1.972 -2.749 -0.149
C -1.351 -1.420 -0.417
O -0.815 -1.320 -1.670
N -1.215 -0.406 0.320
Te -0.104 0.542 -1.596
C 0.602 0.401 -3.619
C 1.581 1.357 -3.922
C 2.120 2.347 -2.916
C 2.091 1.420 -5.216
C 1.639 0.581 -6.218
C 2.198 0.649 -7.612
C 0.622 -0.314 -5.907
C 0.079 -0.419 -4.632
C -1.049 -1.399 -4.443
C 1.716 0.107 -0.647
C 2.046 0.955 0.415
C 1.181 2.112 0.836
C 3.247 0.742 1.077
C 4.107 -0.281 0.712
C 5.390 -0.517 1.455
C 3.746 -1.105 -0.347
C 2.561 -0.935 -1.053
C 2.289 -1.870 -2.204
H -2.732 -2.960 -0.903
H -2.416 -2.772 0.841
H -1.200 -3.517 -0.227
H 1.337 2.779 -2.283
H 2.587 3.182 -3.435
H 2.865 1.898 -2.257
H 2.853 2.159 -5.440
H 2.936 1.444 -7.704
H 1.406 0.833 -8.340
H 2.678 -0.293 -7.883
H 0.222 -0.948 -6.690
H -1.410 -1.735 -5.414
H -1.890 -0.950 -3.916
H -0.736 -2.270 -3.870
H 0.119 1.862 0.840
H 1.321 2.972 0.175
H 1.432 2.425 1.849
H 3.504 1.385 1.911
H 5.574 0.270 2.185
H 6.238 -0.557 0.769
H 5.350 -1.468 1.988
H 4.406 -1.916 -0.635
H 2.864 -2.786 -2.071
H 2.593 -1.420 -3.152
H 1.239 -2.138 -2.288
*
```

The molar mass is 1059.7 g/mol. As for the HOMO energy (spin up / spin down): -5.86 / -7.63 eV. For the energy relative to the best compared isomer or geometry (same formula, charge and spin), the calculation gives 0.435 eV.



Please write out number 1 again, unchanged.
Here is a molecular structure, C36H35ClMoN10O2P at a distorted geometry from the OMol25 dataset. Energies are from ωB97M-V/def2-TZVPD.

```
! wB97M-V def2-TZVPD RIJCOSX def2/J DEFGRID3
* xyz 3 1
Mo 0.005 -0.204 0.613
Cl -2.351 -7.199 0.369
C -1.555 -5.680 0.313
C -0.671 -5.400 -0.741
C -0.021 -4.188 -0.822
C -0.262 -3.207 0.143
O 0.384 -2.047 0.054
C -1.118 -3.497 1.217
C -1.149 -2.600 2.317
N -0.706 -1.383 2.291
C -0.587 -0.676 3.524
C -1.321 -0.880 4.662
C -0.999 -0.179 5.845
C 0.059 0.685 5.882
C 0.822 0.922 4.712
C 1.957 1.762 4.670
C 2.645 1.907 3.495
C 2.174 1.269 2.343
N 1.108 0.482 2.337
C 0.459 0.264 3.526
C -1.752 -4.752 1.304
H -0.495 -6.161 -1.490
H 0.675 -3.982 -1.624
H -1.503 -2.996 3.267
H -2.148 -1.579 4.682
H -1.589 -0.354 6.733
H 0.327 1.193 6.799
H 2.277 2.274 5.569
H 3.529 2.525 3.430
H 2.671 1.418 1.395
H -2.386 -4.985 2.150
C 1.963 4.771 -1.769
N 1.279 3.830 -0.878
C 0.565 4.179 0.231
C 0.092 3.021 0.757
N 0.489 1.959 -0.024
C 1.229 2.490 -1.005
P 2.184 1.658 -2.300
C 2.701 0.282 -1.218
N 2.045 -0.354 -0.242
C 2.931 -1.237 0.327
C 4.126 -1.132 -0.308
N 3.969 -0.183 -1.276
C 5.027 0.238 -2.201
C 0.803 1.148 -3.338
N -0.464 1.145 -2.958
C -1.193 1.029 -4.101
C -0.357 0.976 -5.186
N 0.910 1.060 -4.698
C 2.122 1.091 -5.510
H 1.756 5.777 -1.418
H 3.036 4.597 -1.750
H 1.585 4.667 -2.783
H 0.462 5.201 0.551
H -0.464 2.887 1.663
H 2.651 -1.897 1.129
H 5.056 -1.653 -0.161
H 5.924 -0.323 -1.958
H 4.741 0.017 -3.227
H 5.225 1.301 -2.091
H -2.270 1.002 -4.095
H -0.556 0.894 -6.241
H 1.960 0.498 -6.406
H 2.367 2.113 -5.794
H 2.950 0.657 -4.956
C -3.018 2.800 1.823
C -2.751 1.396 1.386
O -1.577 0.937 1.357
N -3.777 0.652 1.034
C -3.670 -0.776 0.766
C -3.115 -1.132 -0.586
C -3.968 -1.709 -1.511
C -3.471 -2.166 -2.723
C -2.119 -2.032 -2.961
C -1.331 -1.434 -1.995
N -1.797 -0.975 -0.826
H -2.387 3.048 2.675
H -4.059 2.940 2.108
H -2.782 3.482 1.005
H -4.695 1.070 1.064
H -4.671 -1.189 0.862
H -3.058 -1.217 1.549
H -5.017 -1.819 -1.271
H -4.127 -2.627 -3.449
H -1.665 -2.384 -3.876
H -0.269 -1.327 -2.160
*
```

The molar mass is 802.1 g/mol. As for the HOMO energy (spin up / spin down): -15.72 / -15.71 eV.